[1]
{"formula": "C22H43N2OP2Pb", "method": "wB97M-V/def2-TZVPD", "charge": 3, "largest_force_ev_per_a": 3.79, "total_energy_ha": -1923.24415, "elements": ["Pb", "P", "P", "N", "C", "H", "H", "C", "H", "H", "C", "H", "H", "C", "H", "H", "C", "C", "H", "H", "H", "C", "C", "H", "H", "H", "C", "C", "H", "H", "H", "C", "C", "H", "H", "H", "C", "C", "H", "H", "H", "C", "H", "H", "H", "C", "H", "H", "H", "C", "H", "H", "H", "H", "H", "H", "H", "O", "H", "H", "C", "C", "C", "N", "C", "C", "H", "H", "H", "H", "H"], "coordinates": [[-0.611, -0.170, 0.979], [-0.309, -1.955, -1.417], [-0.162, 2.659, 0.593], [1.175, 0.619, -1.189], [1.246, -1.576, -2.343], [1.941, -2.416, -2.183], [0.963, -1.540, -3.415], [1.983, -0.262, -1.965], [2.914, -0.635, -1.485], [2.235, 0.196, -2.958], [1.691, 1.939, -1.397], [1.011, 2.401, -2.137], [2.687, 2.176, -1.833], [1.622, 2.799, -0.108], [1.950, 3.877, -0.174], [2.246, 2.257, 0.627], [0.124, 3.366, 2.278], [0.601, 2.264, 3.237], [1.556, 1.812, 2.938], [-0.149, 1.459, 3.327], [0.737, 2.717, 4.229], [-1.057, 3.903, -0.430], [-2.563, 3.875, -0.152], [-3.099, 4.217, -1.044], [-2.838, 4.521, 0.688], [-2.915, 2.857, 0.044], [-1.538, -2.403, -2.770], [-2.827, -3.021, -2.215], [-3.579, -3.097, -3.017], [-3.249, -2.378, -1.431], [-2.657, -4.039, -1.836], [0.063, -3.569, -0.509], [-1.037, -3.937, 0.508], [-0.583, -4.507, 1.336], [-1.809, -4.583, 0.062], [-1.541, -3.060, 0.949], [-3.360, -0.588, 1.992], [-0.444, 5.300, -0.320], [0.430, 5.342, 0.339], [-0.133, 5.626, -1.319], [-1.186, 6.026, 0.032], [-0.987, -3.205, -3.959], [-1.822, -3.655, -4.518], [-0.481, -2.529, -4.657], [-0.304, -4.008, -3.659], [0.435, -4.779, -1.379], [0.782, -5.580, -0.706], [-0.424, -5.192, -1.929], [1.260, -4.570, -2.075], [-1.102, 4.093, 2.836], [-2.004, 3.466, 2.783], [-0.909, 4.357, 3.884], [-1.300, 5.035, 2.314], [0.937, 4.096, 2.137], [0.974, -3.290, 0.053], [-0.899, 3.538, -1.459], [-1.802, -1.407, -3.166], [-4.351, -0.672, 2.553], [-0.989, 0.935, -2.811], [-0.864, 1.133, -3.548], [2.955, -1.906, 3.626], [1.579, -2.142, 3.727], [0.741, -1.617, 2.767], [1.263, -0.896, 1.729], [2.584, -0.674, 1.584], [3.456, -1.167, 2.549], [3.622, -2.297, 4.394], [1.094, -2.689, 4.536], [-0.357, -1.749, 2.820], [2.869, -0.136, 0.673], [4.514, -0.963, 2.390]], "forces_ev_per_a": [[-1.313, 1.560, -3.200], [0.167, -2.366, -0.892], [2.098, 1.874, 0.193], [1.804, 0.403, 0.141], [-0.104, 0.205, -0.026], [-0.437, 0.076, -0.212], [0.139, -0.158, 0.657], [-0.555, -1.796, -1.748], [-0.223, 1.025, 0.089], [0.266, -0.060, 1.024], [-0.429, 2.888, 0.428], [-0.020, -0.080, -0.053], [-0.262, -1.310, 0.077], [-1.015, -1.244, 0.542], [-0.468, -1.247, -0.162], [-0.048, 0.589, -0.066], [-0.285, -0.262, 0.217], [0.149, 0.182, -0.020], [-0.142, 0.117, 0.037], [0.035, 0.237, 0.157], [-0.015, -0.315, -0.181], [-0.667, -0.781, -0.419], [-0.336, -0.036, -0.220], [0.065, 0.078, 0.240], [0.052, -0.229, -0.205], [-0.099, 0.084, 0.045], [-0.955, 1.076, 0.003], [-0.003, 0.008, 0.188], [0.344, 0.096, 0.241], [-0.053, -0.322, -0.002], [-0.118, 0.353, -0.047], [0.098, 0.654, 0.604], [0.092, -0.282, 0.160], [-0.188, 0.163, -0.289], [0.275, 0.363, 0.177], [0.044, -0.186, -0.114], [-3.079, -0.296, 1.789], [0.360, 0.391, -0.169], [-0.198, 0.207, -0.131], [0.055, 0.012, 0.288], [0.170, -0.239, 0.059], [0.722, 0.005, -0.118], [0.159, 0.180, 0.347], [0.036, -0.323, 0.086], [-0.248, 0.262, -0.286], [0.018, -0.240, -0.155], [-0.083, 0.296, -0.141], [0.318, 0.269, 0.199], [-0.300, -0.088, 0.143], [-0.085, 0.113, 0.104], [0.175, 0.172, 0.159], [-0.140, -0.137, -0.215], [0.022, -0.260, 0.027], [-0.121, -0.241, 0.006], [-0.214, -0.059, -0.072], [-0.067, -0.038, 0.276], [-0.049, -0.226, 0.086], [2.644, 0.223, -1.553], [0.149, 0.250, -0.910], [-0.182, -0.238, 0.883], [-0.060, 0.066, -0.020], [-0.526, -0.036, 0.184], [1.578, 0.198, -0.049], [0.544, -0.861, 0.983], [-0.706, -0.507, 0.536], [0.172, 0.133, -0.517], [-0.084, 0.105, -0.228], [0.563, 0.013, -0.043], [0.632, -0.104, 0.087], [0.107, -0.139, 0.627], [-0.173, -0.221, 0.376]], "lowdin_charge": [1.18, 1.04, 1.00, -0.06, -0.27, 0.10, 0.09, -0.28, 0.14, 0.15, -0.31, 0.12, 0.15, -0.24, 0.13, 0.07, -0.54, -0.12, 0.07, 0.05, 0.11, -0.53, -0.10, 0.10, 0.08, 0.07, -0.52, -0.09, 0.11, 0.08, 0.08, -0.53, -0.11, 0.10, 0.09, 0.03, -0.04, -0.07, 0.07, 0.10, 0.10, -0.07, 0.11, 0.08, 0.07, -0.08, 0.11, 0.09, 0.08, -0.08, 0.09, 0.10, 0.08, 0.12, 0.09, 0.10, 0.09, 0.12, 0.03, 0.09, 0.04, 0.01, -0.19, -0.20, -0.09, 0.02, 0.15, 0.14, 0.08, 0.11, 0.14]}

***

[2]
{"formula": "C22H43O10Rb", "method": "wB97M-V/def2-TZVPD", "largest_force_ev_per_a": 3.45, "total_energy_ha": -1640.55615, "de_lowest_kcal_mol": 16.41, "elements": ["Rb", "O", "C", "O", "O", "H", "C", "C", "O", "C", "H", "H", "H", "H", "H", "H", "C", "C", "O", "C", "H", "H", "H", "H", "H", "H", "C", "C", "O", "C", "H", "H", "H", "H", "H", "H", "C", "C", "O", "C", "H", "H", "H", "H", "H", "H", "C", "C", "O", "C", "H", "H", "H", "H", "H", "H", "C", "C", "O", "C", "H", "H", "H", "H", "H", "H", "C", "C", "O", "C", "H", "H", "H", "H", "H", "H"], "coordinates": [[16.631, 9.978, 14.563], [13.861, 6.960, 16.823], [14.724, 7.801, 16.262], [14.885, 8.893, 16.805], [15.305, 7.561, 15.183], [13.522, 7.561, 17.490], [13.222, 3.698, 22.098], [14.010, 4.867, 21.630], [14.848, 5.390, 22.360], [13.773, 5.415, 20.239], [12.316, 3.694, 21.492], [12.899, 3.884, 23.122], [13.707, 2.736, 21.931], [14.122, 6.440, 20.115], [12.695, 5.433, 20.075], [14.174, 4.774, 19.455], [15.319, 8.761, 20.256], [16.102, 9.928, 20.712], [16.180, 10.981, 20.087], [16.862, 9.758, 22.034], [14.954, 8.945, 19.245], [14.484, 8.634, 20.945], [15.894, 7.838, 20.191], [17.658, 9.024, 21.914], [16.275, 9.541, 22.927], [17.231, 10.752, 22.288], [20.586, 10.162, 17.398], [19.328, 9.306, 17.215], [18.914, 9.147, 16.064], [18.532, 8.840, 18.390], [20.656, 10.935, 16.634], [21.467, 9.525, 17.318], [20.556, 10.565, 18.411], [17.474, 8.787, 18.132], [18.731, 9.469, 19.258], [18.933, 7.874, 18.697], [11.453, 8.210, 20.890], [11.450, 9.203, 19.762], [12.484, 9.505, 19.115], [10.107, 9.776, 19.255], [10.460, 7.901, 21.215], [12.071, 8.631, 21.683], [12.006, 7.380, 20.451], [9.488, 9.034, 18.750], [10.377, 10.503, 18.489], [9.554, 10.181, 20.102], [15.431, 4.011, 14.181], [15.701, 3.325, 15.549], [16.148, 2.160, 15.602], [15.648, 4.263, 16.809], [14.807, 3.406, 13.523], [16.421, 4.033, 13.726], [15.019, 4.993, 14.415], [14.605, 4.565, 16.903], [16.174, 5.188, 16.572], [16.048, 3.779, 17.700], [8.489, 4.346, 19.123], [9.797, 5.099, 19.322], [10.256, 5.141, 20.465], [10.494, 5.643, 18.096], [8.332, 3.553, 19.855], [8.437, 3.921, 18.121], [7.617, 4.996, 19.184], [10.122, 6.643, 17.875], [10.361, 4.969, 17.249], [11.566, 5.603, 18.286], [14.539, 6.528, 11.091], [15.887, 5.885, 11.144], [16.179, 4.985, 10.376], [16.927, 6.551, 12.033], [14.345, 6.930, 10.097], [14.439, 7.421, 11.707], [13.716, 5.829, 11.241], [17.773, 5.891, 12.224], [16.550, 6.748, 13.036], [17.388, 7.368, 11.479]], "forces_ev_per_a": [[-0.287, -0.524, 0.500], [-0.744, -1.122, 0.184], [1.784, 1.754, -2.323], [-0.053, 1.789, 1.865], [-0.069, -1.991, -0.929], [-0.554, -0.058, 0.769], [-1.317, 0.142, -0.549], [2.100, 1.100, 0.507], [-0.871, -0.396, -0.648], [-0.754, 0.039, 0.008], [-0.206, -0.285, 0.040], [0.392, -0.382, 0.095], [0.251, 0.148, 0.309], [0.340, -0.278, 0.142], [-0.102, -0.115, -0.014], [0.233, -0.091, 0.088], [-0.359, -0.100, -1.061], [0.670, 0.930, 0.328], [-0.056, -1.152, 0.649], [-0.165, 1.230, -0.019], [-0.258, 0.130, 0.088], [-0.005, -0.220, 0.001], [0.209, 0.001, 0.536], [0.003, 0.031, 0.129], [-0.425, -0.707, -0.376], [0.633, -0.074, -0.261], [-0.476, -0.780, 0.658], [-0.294, 1.181, -1.867], [0.267, -0.091, 1.009], [0.647, -0.051, 0.313], [-0.165, -0.109, 0.113], [0.063, -0.059, -0.003], [0.272, 0.281, -0.146], [0.063, -0.121, 0.078], [-0.301, 0.235, -0.094], [-0.214, -0.367, -0.147], [0.558, 0.362, -0.650], [1.104, 0.912, -2.804], [-2.557, -0.962, 2.104], [1.096, -0.076, 0.228], [0.213, 0.098, 0.063], [-0.172, -0.161, 0.263], [-0.163, -0.258, 0.438], [0.051, -0.350, 0.273], [-0.235, 0.268, 0.300], [-0.150, 0.189, -0.184], [0.006, -0.668, 1.527], [1.920, -1.642, 0.268], [-1.476, 2.759, 0.056], [-0.329, -0.981, -1.528], [-0.125, 0.029, 0.205], [-0.009, 0.403, -0.113], [0.095, 0.160, -0.589], [-0.042, 0.019, 0.336], [0.135, -0.007, -0.016], [-0.132, -0.038, -0.170], [-0.217, 0.011, -0.587], [-0.269, -1.085, 1.749], [-0.156, 0.432, -1.754], [0.396, -0.617, 0.484], [0.317, 0.171, 0.088], [0.077, -0.103, -0.015], [0.086, 0.332, 0.120], [0.198, 0.007, -0.155], [-0.429, 0.222, -0.082], [-0.007, 0.629, 0.044], [-0.846, 0.771, -0.305], [0.878, -0.138, -0.966], [-0.258, 0.416, 0.828], [0.474, -1.164, 0.332], [0.340, -0.281, -0.397], [0.007, -0.388, 0.559], [0.164, -0.069, 0.356], [-0.067, -0.392, -0.345], [-0.297, 0.761, -0.165], [-0.431, 0.514, 0.234]], "lowdin_charge": [0.97, 0.09, -0.91, -0.08, -0.16, 0.09, -0.01, -0.47, 0.05, -0.01, 0.06, 0.09, 0.09, 0.06, 0.03, 0.09, -0.04, -0.49, 0.06, -0.02, 0.06, 0.08, 0.09, 0.08, 0.08, 0.07, 0.00, -0.45, -0.08, 0.00, 0.09, 0.09, 0.08, 0.09, 0.08, 0.10, -0.01, -0.43, 0.03, -0.02, 0.08, 0.09, 0.05, 0.07, 0.08, 0.08, -0.01, -0.41, 0.01, -0.02, 0.08, 0.08, 0.06, 0.06, 0.07, 0.08, -0.02, -0.45, 0.03, 0.00, 0.08, 0.07, 0.08, 0.09, 0.09, 0.06, -0.02, -0.49, 0.06, -0.03, 0.09, 0.07, 0.09, 0.08, 0.06, 0.09]}

***

[3]
{"formula": "C22H44AlBr12", "method": "wB97M-V/def2-TZVPD", "charge": -1, "largest_force_ev_per_a": 8.85, "total_energy_ha": -31995.05367, "de_lowest_kcal_mol": 86.88, "elements": ["C", "C", "C", "C", "C", "C", "C", "C", "C", "C", "C", "C", "C", "C", "C", "C", "C", "C", "Al", "H", "H", "H", "H", "H", "H", "H", "H", "H", "H", "H", "H", "H", "H", "H", "H", "H", "H", "H", "H", "H", "H", "H", "H", "H", "H", "H", "H", "H", "H", "H", "H", "H", "H", "H", "H", "H", "H", "H", "H", "C", "Br", "Br", "Br", "H", "C", "Br", "Br", "Br", "H", "C", "Br", "Br", "Br", "H", "C", "Br", "Br", "Br", "H"], "coordinates": [[0.538, 2.220, 4.291], [-0.965, 2.056, 4.527], [-1.861, 3.095, 3.809], [-3.018, 2.509, 2.981], [-2.696, 2.224, 1.495], [-1.329, 1.614, 1.212], [-1.231, 0.111, 1.466], [-1.874, -0.712, 0.347], [-2.106, -2.203, 0.692], [-1.261, -3.139, -0.191], [0.125, -3.414, 0.427], [1.161, -3.883, -0.613], [2.385, -2.964, -0.718], [3.120, -2.760, 0.622], [3.332, -1.303, 1.058], [2.125, -0.383, 0.805], [2.269, 0.573, -0.409], [0.965, 0.786, -1.183], [1.327, 1.849, -2.915], [0.816, 3.276, 4.289], [0.853, 1.814, 3.329], [1.106, 1.716, 5.074], [-1.298, 1.056, 4.248], [-1.137, 2.131, 5.604], [-2.310, 3.719, 4.588], [-1.270, 3.761, 3.179], [-3.834, 3.238, 2.987], [-3.416, 1.614, 3.468], [-3.479, 1.570, 1.100], [-2.786, 3.164, 0.943], [-1.103, 1.757, 0.148], [-0.548, 2.153, 1.744], [-0.175, -0.171, 1.500], [-1.657, -0.187, 2.430], [-1.213, -0.673, -0.523], [-2.814, -0.248, 0.037], [-3.159, -2.481, 0.627], [-1.792, -2.373, 1.727], [-1.791, -4.092, -0.256], [-1.168, -2.747, -1.206], [0.458, -2.507, 0.933], [-0.027, -4.201, 1.168], [0.671, -3.961, -1.585], [1.521, -4.887, -0.363], [3.081, -3.462, -1.400], [2.109, -2.028, -1.205], [4.110, -3.214, 0.510], [2.643, -3.327, 1.426], [3.525, -1.314, 2.137], [4.236, -0.891, 0.605], [2.004, 0.254, 1.687], [1.211, -0.959, 0.672], [3.049, 0.205, -1.083], [2.645, 1.526, -0.031], [0.269, 1.389, -0.589], [0.506, -0.166, -1.470], [0.661, 1.074, -4.158], [2.939, 1.963, -3.123], [0.721, 3.345, -2.703], [2.338, 0.865, -7.770], [1.987, 2.725, -7.413], [3.830, 0.650, -8.984], [2.566, -0.121, -6.148], [1.469, 0.470, -8.274], [-3.200, 3.050, -3.621], [-3.497, 4.930, -3.290], [-1.798, 2.758, -4.894], [-2.856, 2.098, -1.980], [-4.116, 2.657, -4.035], [-1.041, -7.506, -1.525], [-2.179, -9.014, -1.910], [-1.581, -5.946, -2.509], [-0.948, -7.168, 0.366], [-0.046, -7.766, -1.855], [0.811, 4.945, 1.867], [-0.935, 5.170, 2.660], [2.163, 4.697, 3.223], [0.822, 3.528, 0.574], [1.045, 5.865, 1.352]], "forces_ev_per_a": [[-0.474, 0.000, 0.085], [-0.354, -0.048, 0.060], [-0.945, -2.965, 1.183], [0.082, 0.068, -0.071], [-0.041, 0.059, 0.412], [-0.722, -0.615, 0.102], [0.056, -0.236, -0.082], [-0.122, -0.220, 0.051], [0.497, 0.216, -0.207], [-0.230, -0.251, 0.643], [-0.476, -0.128, -0.658], [0.129, 0.183, 0.364], [0.053, -0.482, -0.206], [0.478, 0.061, -0.367], [-0.387, -0.081, 0.476], [0.684, 0.512, -0.157], [-0.290, -0.604, 0.128], [0.749, 0.834, -0.654], [0.049, -0.053, 0.451], [-0.384, -0.716, 0.438], [0.022, -0.031, -0.060], [0.121, -0.032, -0.030], [0.149, -0.145, 0.011], [-0.052, -0.050, 0.048], [0.069, 0.348, -0.025], [-1.571, -5.285, 2.279], [-0.135, -0.081, 0.011], [0.019, -0.094, 0.018], [-0.038, 0.046, -0.082], [0.064, 0.015, -0.027], [-0.301, 0.084, 0.436], [-0.556, -0.484, 0.240], [-0.288, 0.129, 0.215], [-0.130, 0.177, 0.038], [-0.137, 0.172, 0.062], [-0.065, -0.022, 0.034], [-0.050, 0.126, -0.025], [-0.181, -0.051, 0.068], [0.079, -0.062, -0.224], [-0.016, 0.087, 0.006], [0.037, -0.285, 0.071], [0.127, 0.180, 0.276], [0.086, -0.022, -0.087], [-0.072, -0.030, 0.013], [-0.013, 0.168, -0.153], [-0.018, 0.108, 0.215], [-0.009, -0.054, 0.172], [-0.239, 0.084, -0.051], [0.153, -0.049, -0.045], [-0.073, 0.064, -0.187], [-0.280, -0.138, 0.083], [0.328, 0.048, 0.044], [-0.010, -0.080, -0.002], [0.118, 0.062, -0.165], [0.214, -0.672, -0.283], [-0.038, 0.012, 0.213], [-0.136, -0.029, -0.121], [0.096, -0.063, -0.028], [-0.101, 0.110, -0.069], [-0.061, -0.023, 0.136], [0.011, -0.025, -0.011], [-0.013, 0.007, -0.003], [0.139, -0.034, -0.183], [0.016, 0.009, -0.038], [0.122, -0.065, -0.052], [-0.012, -0.004, 0.013], [-0.178, 0.053, -0.009], [-0.036, 0.051, -0.129], [-0.022, 0.018, 0.023], [-0.013, 0.054, -0.040], [0.014, 0.000, -0.001], [-0.010, -0.144, -0.032], [-0.007, 0.024, -0.034], [0.002, -0.003, 0.015], [0.244, 0.157, -0.466], [2.458, 7.838, -3.283], [0.748, 0.963, -0.499], [0.998, 1.378, -0.325], [0.076, -0.050, 0.040]], "lowdin_charge": [-0.15, -0.23, -0.36, -0.20, -0.23, -0.32, -0.19, -0.20, -0.19, -0.24, -0.20, -0.21, -0.19, -0.20, -0.20, -0.22, -0.33, -0.37, 0.12, -0.07, 0.05, 0.07, 0.08, 0.09, 0.10, -0.27, 0.10, 0.10, 0.09, 0.08, 0.00, -0.01, 0.08, 0.11, 0.08, 0.08, 0.10, 0.10, 0.04, 0.11, 0.08, 0.09, 0.08, 0.09, 0.10, 0.10, 0.10, 0.10, 0.10, 0.10, 0.10, 0.05, 0.08, 0.05, -0.06, 0.03, -0.16, -0.12, -0.13, -1.65, 0.56, 0.52, 0.57, -0.04, -1.62, 0.54, 0.55, 0.67, -0.04, -1.63, 0.55, 0.63, 0.60, -0.03, -1.42, 0.91, 0.68, 0.85, -0.03]}